Molecular formula: C26H70Cl8N9O3P3
Method: DFT, ωB97M-V/def2-TZVPD

Geometry as ORCA input:
```
! RIJCOSX wB97M-V def2-TZVPD def2/J DEFGRID3
* xyz 0 1
C -23.384 3.851 -13.479
H -24.094 1.552 -2.870
Cl -25.986 0.896 -8.331
H -24.543 2.560 -4.948
H -22.786 5.234 -2.380
C -20.213 -3.895 -13.455
N -18.863 -4.599 -10.469
H -21.026 -4.102 -14.156
Cl -23.071 -0.873 -8.858
H -18.908 -0.307 -10.231
H -15.006 -0.548 -7.906
H -18.305 1.366 -10.706
Cl -17.363 4.414 -11.948
H -21.791 1.731 -0.967
H -19.228 5.041 -10.735
H -24.930 -1.828 -7.937
Cl -20.577 3.003 -10.235
C -17.697 -4.547 -11.349
H -21.004 3.151 -1.235
H -11.181 -1.055 -4.329
H -26.445 -0.648 -10.149
C -21.266 -6.843 -12.766
H -17.816 -3.599 -8.954
H -19.511 -4.704 -13.654
H -20.876 -7.263 -13.695
O -21.449 -5.177 -9.901
H -24.317 5.426 -3.339
C -14.517 -0.033 -7.070
C -24.763 -1.475 -8.953
C -23.801 2.508 -2.417
H -19.533 -4.050 -8.586
H -21.280 2.638 -7.173
C -15.598 -3.149 -6.491
H -22.764 3.286 -14.169
H -22.443 -3.065 -11.205
H -20.635 1.702 -2.311
H -23.219 2.628 -11.633
Cl -18.856 7.974 -10.003
H -23.932 3.493 -6.329
H -17.265 -0.234 -5.670
N -13.252 -1.119 -4.107
Cl -24.919 1.625 -12.909
P -21.910 3.375 -4.236
H -20.086 -8.177 -10.658
H -20.715 0.994 -11.469
C -23.959 3.054 -12.303
H -21.975 -6.023 -12.854
H -22.107 -2.362 -12.788
C -21.651 -2.702 -11.856
C -21.389 2.301 -1.810
H -15.173 -3.552 -7.416
O -20.418 3.485 -4.210
H -17.104 7.280 -11.322
H -11.942 -2.131 -5.544
H -21.049 -1.879 -11.469
H -16.204 -2.270 -6.705
H -13.703 -4.613 -5.712
H -22.708 4.557 -12.992
H -19.678 -2.991 -13.752
C -23.919 2.514 -5.839
H -14.697 1.011 -7.337
H -18.606 7.011 -12.188
H -11.943 -0.387 -5.601
C -18.116 6.900 -11.223
C -16.452 0.504 -5.664
H -21.637 6.319 -5.527
H -19.391 -8.311 -12.257
H -17.803 -5.303 -12.128
H -16.590 1.215 -6.467
H -23.362 6.092 -5.963
C -19.004 0.770 -10.125
C -12.080 -1.249 -4.923
N -20.139 -6.445 -11.907
H -24.636 3.695 -11.744
H -13.300 -3.770 -4.161
C -21.600 1.875 -6.452
H -13.307 0.761 -3.206
H -17.546 -3.549 -11.762
N -14.610 -2.821 -5.458
H -12.173 -0.368 -2.379
O -15.819 -1.441 -3.504
H -16.260 -3.970 -6.191
C -25.589 -0.354 -9.544
H -22.140 1.134 -7.046
H -24.481 3.245 -2.844
H -18.476 -7.429 -11.031
C -18.232 5.466 -10.752
C -23.236 5.590 -3.301
H -20.705 1.423 -6.033
P -14.853 -1.388 -4.594
C -19.478 -7.645 -11.395
H -16.582 0.896 -4.654
C -22.439 5.591 -5.668
N -15.192 -0.257 -5.795
H -22.154 4.924 -6.481
P -20.406 -5.087 -10.951
Cl -24.618 4.667 -14.465
C -13.125 -0.271 -2.893
H -13.444 -0.193 -7.055
H -21.809 -7.677 -12.307
H -23.930 2.395 -1.343
H -16.844 -4.941 -10.793
H -21.094 0.896 -9.679
Cl -18.549 1.012 -8.393
N -22.597 4.869 -4.405
N -22.525 2.316 -5.416
N -20.742 -3.842 -12.083
C -20.406 1.224 -10.454
H -17.784 5.333 -9.770
H -23.098 6.664 -3.430
H -24.998 0.226 -10.250
H -14.895 -4.557 -4.313
H -13.951 -0.535 -2.235
H -24.750 -2.428 -9.483
C -14.088 -4.061 -4.855
C -18.838 -3.667 -9.328
N -22.403 2.795 -2.728
H -19.106 -2.667 -9.690
H -24.257 1.691 -6.463
*
```

Calculated values
energy relative to the best compared isomer or geometry (same formula, charge and spin) = 0.0 kcal/mol
SMILES = CN(C)P(=O)(N(C)C)N(C)C.CN(C)P(=O)(N(C)C)N(C)C.CN(C)P(=O)(N(C)C)N(C)C.ClCCCl.ClCCCl.ClCCCl.ClCCCl
gap between HOMO and LUMO = 8.41 eV
LUMO energy = 0.24 eV


Molecular formula: C5H10N2O2S
Method: DFT, ωB97M-V/def2-TZVPD

Geometry as ORCA input:
```
! RIJCOSX wB97M-V def2-TZVPD def2/J DEFGRID3
* xyz 0 1
H 0.407 -3.471 -0.374
H 1.971 -2.932 -1.095
C 1.105 -0.915 1.094
H -3.156 2.215 -0.494
O -3.017 -0.299 -1.219
S 1.699 -2.707 1.520
H 1.735 -4.438 -0.155
N -2.744 2.006 0.462
C -2.024 -0.204 -0.432
N -2.053 0.719 0.558
H 1.518 -0.586 0.233
C -0.754 0.746 1.245
H -0.829 -1.348 1.874
H -0.877 0.985 2.339
C 1.497 -3.438 -0.200
O -1.059 -1.163 -0.134
H 1.495 -0.248 1.944
H -0.072 1.478 0.740
C -0.413 -0.719 1.104
H -3.446 2.112 1.269
*
```

Calculated values
energy relative to the best compared isomer or geometry (same formula, charge and spin) = 19.6 kcal/mol
SMILES = CSC[C@H]1CN(N)C(=O)O1
gap between HOMO and LUMO = 9.64 eV
LUMO energy = 0.65 eV


Molecular formula: C35H42AsCl3GeN2O3PtSe2
Method: DFT, ωB97M-V/def2-TZVPD

Geometry as ORCA input:
```
! RIJCOSX wB97M-V def2-TZVPD def2/J DEFGRID3
* xyz 3 2
H -4.511 -2.443 2.032
C -2.313 -2.542 -4.938
C -0.368 -2.661 -3.527
C -4.028 -0.342 2.369
C 4.457 -3.748 -2.500
As 0.408 -3.106 -1.835
Cl 1.689 1.269 -2.485
Se 0.312 1.255 4.661
H -1.742 0.911 -8.214
H 1.407 -1.692 -4.298
H 1.578 -5.475 -0.571
C -0.025 -1.336 5.516
C -2.263 -0.275 0.349
H 0.326 -0.970 -6.381
C -2.219 0.725 -3.545
C -1.578 -1.835 -5.880
H -5.515 0.968 3.228
C -1.064 1.600 -7.704
H 0.267 -2.240 6.049
C 0.777 -0.125 5.951
H -5.567 -1.315 1.171
C -4.458 1.994 -2.638
C 0.367 -1.935 -4.468
H 1.686 3.294 4.264
C -1.221 -3.788 0.404
H -5.334 2.485 -2.239
H 0.719 1.358 -8.461
H -4.086 1.824 2.634
H 3.029 -2.266 -3.064
C -1.712 -2.960 -3.757
H 1.645 2.877 5.996
C -4.771 1.000 2.432
H -2.566 0.197 3.885
C -2.497 -5.818 0.592
C -3.608 1.323 -1.778
C -0.240 -1.527 -5.645
C 2.383 -4.988 -1.107
Cl 1.225 1.213 1.024
H 1.844 -0.305 5.829
C 3.655 -5.540 -1.097
C 2.159 -3.817 -1.828
H -2.288 -3.523 -3.032
N -2.520 0.689 -2.236
H 2.026 -3.238 4.195
H -5.746 -1.532 2.915
H -1.332 0.184 -3.870
C -3.291 -0.597 3.689
C -5.022 -1.482 2.100
Ge 0.325 1.410 -0.875
C -3.023 1.385 -4.449
H 5.674 -5.362 -1.787
H 5.267 -3.272 -3.037
C -4.182 2.009 -3.994
H -5.296 1.200 1.496
H -3.351 -2.784 -5.129
H -4.847 2.493 -4.698
Se 0.267 -1.571 3.592
H 3.839 -6.455 -0.550
Cl -0.725 3.231 -0.992
H -4.006 -0.619 4.512
C -2.720 1.320 -5.922
H -2.049 -1.529 -6.806
C 3.193 -3.188 -2.523
H -2.417 -4.302 2.106
H -1.124 2.580 -8.182
N -1.496 1.687 -6.319
H -0.885 -2.847 0.822
C 1.771 2.488 4.987
Pt -1.149 -0.448 -1.217
C -1.205 -5.417 -1.395
H 2.413 -2.413 2.660
C -2.060 -6.226 -0.664
H 2.725 1.979 4.887
O 0.257 1.126 -7.646
H -2.383 -7.174 -1.070
C -2.080 -4.606 1.124
C 4.685 -4.924 -1.793
H -0.861 2.124 -5.667
H -0.862 -5.741 -2.372
H 0.590 0.196 6.974
C -0.797 -4.197 -0.857
C 2.067 -2.279 3.682
O 0.498 -1.539 -1.073
H -3.164 -6.455 1.158
C -3.052 -0.302 1.265
H -1.097 -1.195 5.633
H -2.777 -1.560 3.656
O -3.599 0.903 -6.661
H 2.729 -1.595 4.207
H -3.782 1.267 -0.713
*
```

Calculated values
energy relative to the best compared isomer or geometry (same formula, charge and spin) = 53.1 kcal/mol
⟨S²⟩ = 0.757
gap between HOMO and LUMO (spin up / spin down) = 6.61 / 6.10 eV
LUMO energy (spin up / spin down) = -9.58 / -10.09 eV


Molecular formula: C2H7N3O3
Method: DFT, ωB97M-V/def2-TZVPD

Geometry as ORCA input:
```
! RIJCOSX wB97M-V def2-TZVPD def2/J DEFGRID3
* xyz 0 1
H 0.479 -1.548 -0.526
H 0.158 -0.146 2.211
O 1.989 -0.593 0.467
C -0.289 0.387 0.303
H 2.626 -1.204 0.072
N -0.623 1.526 -0.427
H -0.305 1.507 -1.387
N -1.101 -0.829 0.209
H -2.237 -1.664 -0.976
C 0.955 -0.479 -0.503
H -1.569 1.859 -0.322
H 0.644 1.357 1.770
O -1.815 -0.790 -0.905
O 1.197 -0.066 -1.676
N -0.108 0.683 1.690
*
```

Calculated values
energy relative to the best compared isomer or geometry (same formula, charge and spin) = 142.0 kcal/mol
gap between HOMO and LUMO (spin up / spin down) = 6.39 / 9.41 eV
LUMO energy (spin up / spin down) = -1.94 / 0.26 eV


Molecular formula: C2H8NO2P
Method: DFT, ωB97M-V/def2-TZVPD

Geometry as ORCA input:
```
! RIJCOSX wB97M-V def2-TZVPD def2/J DEFGRID3
* xyz 0 3
H 0.588 -2.127 0.148
H -0.694 2.184 1.548
P 0.833 0.386 -0.522
H 0.462 -2.733 -1.573
O -0.529 1.434 -0.447
H 1.301 1.212 -1.467
H -0.867 -2.546 -0.437
C -1.211 1.738 0.731
N 1.393 -0.077 0.853
C 0.109 -2.132 -0.765
H -2.069 2.305 0.669
H -1.541 0.757 1.219
H 2.040 0.403 1.331
O 0.186 -0.802 -1.287
*
```

Calculated values
energy relative to the best compared isomer or geometry (same formula, charge and spin) = 88.2 kcal/mol
⟨S²⟩ = 2.004
gap between HOMO and LUMO (spin up / spin down) = 4.72 / 7.42 eV
LUMO energy (spin up / spin down) = 1.05 / -3.40 eV


Molecular formula: C9H16O2Si
Method: DFT, ωB97M-V/def2-TZVPD

Geometry as ORCA input:
```
! RIJCOSX wB97M-V def2-TZVPD def2/J DEFGRID3
* xyz 0 1
H 3.219 1.678 -1.078
H -1.207 -3.301 -0.562
H 2.005 1.435 2.369
H -3.232 -0.384 -0.421
H -3.515 -1.978 0.976
H 1.388 2.310 -1.283
H -3.329 -3.756 0.436
C 2.148 1.438 -1.207
H 2.944 -1.973 0.890
C -1.382 2.081 -0.866
O -1.004 3.252 -0.287
C -2.967 -2.692 0.430
C -1.172 -1.232 -0.194
H -1.046 3.175 0.663
H -2.318 -0.066 -1.757
H 0.833 0.193 2.608
Si 1.632 0.111 0.180
C 1.206 0.967 1.851
C 0.121 -1.090 -0.107
C -1.749 -2.515 -0.125
H 3.923 -0.633 0.731
H -1.018 1.854 -1.792
C -2.310 -0.085 -0.650
H 0.277 1.608 1.894
H 3.491 -1.443 -0.751
O -1.976 1.143 -0.069
H 1.908 1.017 -2.126
C 3.130 -1.115 0.246
*
```

Calculated values
energy relative to the best compared isomer or geometry (same formula, charge and spin) = 130.7 kcal/mol
gap between HOMO and LUMO (spin up / spin down) = 8.78 / 6.07 eV
LUMO energy (spin up / spin down) = 0.71 / -0.33 eV